A structure of composition C5H7NO, computed with ωB97M-V/def2-TZVPD.

Computed properties:
E_LUMO   0.83 eV
Gap between HOMO and LUMO   8.8 eV
Total charge   0
Energy relative to the best compared isomer or geometry (same formula, charge and spin)   149.8 kcal/mol

Each line ends with the Mulliken charge.
Cartesian coordinates (Å):
C: 0.49086 0.67698 -1.80280  -0.666
C: 0.06920 -0.72426 -0.48490  -0.458
N: 0.42859 0.86409 -0.04724  -0.376
C: 0.78763 -0.26467 0.75769  0.011
C: -0.38248 -0.60303 1.67690  -0.660
C: -1.19299 -0.80843 0.37631  0.456
O: -2.35364 -1.01029 0.14684  -0.562
H: -0.24138 0.21946 -2.46876  0.296
H: 1.49383 0.34274 -2.05000  0.257
H: 0.42421 1.76751 -1.92671  0.370
H: -0.41010 1.36336 0.24359  0.362
H: 1.84145 -0.39168 0.99204  0.404
H: -0.69939 0.14043 2.41680  0.280
H: -0.25579 -1.57219 2.17024  0.287



A structure of composition C5H7NO, computed with ωB97M-V/def2-TZVPD.

Computed properties:
E_LUMO   0.70 eV
Gap between HOMO and LUMO   10.1 eV
Total charge   0
Energy relative to the best compared isomer or geometry (same formula, charge and spin)   110.7 kcal/mol

Each line ends with the Mulliken charge.
Cartesian coordinates (Å):
O: -2.13572 -1.04276 0.03959  -0.449
C: -1.29777 -0.31748 0.52184  -0.135
C: 0.17139 -0.58601 0.36655  0.120
C: 1.07225 0.27782 -0.45387  -0.126
C: 0.67846 1.72980 -0.35688  -0.230
C: 0.73759 1.62789 0.97278  -0.580
N: 1.20697 0.23937 1.02349  -0.523
H: -1.20629 -2.49824 -1.48335  -0.223
H: -1.58520 0.56405 1.12276  0.376
H: 0.41603 -1.64737 0.35737  0.458
H: 1.84290 -0.15488 -1.08548  0.357
H: -0.77026 -2.88030 -1.95199  0.216
H: 0.42727 2.49280 -1.08174  0.358
H: 0.48588 2.22920 1.83970  0.379